No. 1
DFT (the ωB97M-V functional and the def2-TZVPD basis) results for a structure of composition C31H42N7OsS3Si2Te in a non-equilibrium geometry.

Summary:
**Frontier orbital gap (alpha / beta)**: 4.479 / 4.552 eV
**ΔE to the lowest compared entry with this formula, charge and spin**: 1.4899 eV
**Highest occupied orbital energy (alpha / beta)**: -15.893 / -15.893 eV
**Charge**: +3
**Max |F|**: 3.12 eV Å⁻¹

CARTESIAN COORDINATES (ANGSTROEM)
Os (-0.480, -0.281, 0.324)
N (2.700, -1.599, -0.729)
C (2.597, -0.248, -0.568)
N (1.446, 0.372, -0.362)
C (1.639, 1.747, -0.246)
C (2.924, 2.140, -0.347)
S (3.956, 0.798, -0.605)
C (0.478, 2.573, -0.010)
C (0.452, 3.915, 0.033)
S (-1.132, 4.484, 0.359)
C (-1.694, 2.850, 0.425)
N (-0.752, 1.940, 0.204)
N (-2.977, 2.605, 0.723)
H (2.136, -1.983, -1.476)
H (3.652, -1.937, -0.799)
H (3.325, 3.138, -0.286)
H (1.267, 4.601, -0.125)
H (-3.616, 3.377, 0.821)
H (-3.379, 1.696, 0.585)
C (-0.235, 0.667, 4.654)
C (-0.562, 0.568, 3.322)
N (0.163, -0.181, 2.475)
C (1.223, -0.856, 2.925)
C (1.628, -0.805, 4.253)
C (0.882, -0.015, 5.122)
C (2.864, -1.464, 4.721)
C (3.226, -2.745, 4.630)
C (2.422, -3.887, 4.162)
C (2.930, -5.178, 4.302)
C (2.111, -6.226, 3.910)
N (0.888, -6.014, 3.438)
C (0.474, -4.761, 3.352)
N (1.194, -3.694, 3.671)
H (-0.838, 1.272, 5.315)
H (-1.412, 1.097, 2.913)
H (1.780, -1.439, 2.205)
H (1.171, 0.061, 6.163)
H (3.540, -0.792, 5.241)
H (4.193, -3.022, 5.033)
H (3.920, -5.357, 4.697)
H (2.431, -7.259, 3.984)
H (-0.539, -4.595, 3.001)
S (-2.451, -0.876, 1.266)
C (-3.902, -0.469, 0.433)
C (-3.912, 0.103, -0.860)
C (-5.115, 0.393, -1.458)
C (-6.316, 0.132, -0.785)
C (-6.310, -0.412, 0.500)
C (-5.115, -0.721, 1.113)
H (-2.979, 0.313, -1.365)
H (-5.133, 0.827, -2.449)
H (-7.260, 0.355, -1.266)
H (-7.242, -0.592, 1.016)
H (-5.092, -1.148, 2.108)
C (-1.804, -1.968, -2.517)
Si (-2.570, -3.568, -1.821)
C (-4.407, -3.408, -1.504)
C (-2.107, -5.021, -2.907)
C (-1.852, -3.843, -0.026)
Te (0.035, -2.919, 0.329)
C (0.841, -3.962, -1.361)
Si (2.579, -4.848, -1.225)
C (3.614, -4.181, -2.651)
C (3.271, -4.469, 0.500)
C (2.249, -6.675, -1.392)
H (-0.921, -2.168, -3.125)
H (-1.505, -1.257, -1.722)
H (-2.515, -1.455, -3.169)
H (-4.936, -3.224, -2.442)
H (-4.658, -2.602, -0.818)
H (-4.805, -4.337, -1.090)
H (-2.923, -5.220, -3.605)
H (-1.954, -5.940, -2.338)
H (-1.216, -4.841, -3.510)
H (-1.687, -4.913, 0.124)
H (-2.562, -3.506, 0.730)
H (0.785, -3.329, -2.249)
H (0.108, -4.757, -1.499)
H (3.206, -3.299, -3.151)
H (3.688, -4.955, -3.417)
H (4.640, -3.953, -2.356)
H (2.639, -3.782, 1.063)
H (4.282, -4.056, 0.464)
H (3.331, -5.396, 1.074)
H (1.657, -6.902, -2.280)
H (1.728, -7.086, -0.525)
H (3.195, -7.212, -1.491)


No. 2
DFT (the ωB97M-V functional and the def2-TZVPD basis) results for an isolated molecule of C20H32N2O2.

Summary:
**Frontier orbital gap**: 9.106 eV
**ΔE to the lowest compared entry with this formula, charge and spin**: 0.9630 eV
**Highest occupied orbital energy**: -8.409 eV
**Structure (SMILES)**: CCCCCCCN1CCC(=O)N([C@H](CO)c2ccccc2)CC1
**Max |F|**: 0.61 eV Å⁻¹

CARTESIAN COORDINATES (ANGSTROEM)
C (4.950, 2.913, 4.284)
C (3.502, 2.467, 4.455)
C (3.220, 1.090, 3.853)
C (3.339, 1.057, 2.331)
C (2.903, -0.293, 1.766)
C (3.071, -0.400, 0.251)
C (2.062, 0.463, -0.516)
N (0.702, 0.093, -0.164)
C (-0.211, 1.186, 0.061)
C (-0.690, 1.931, -1.203)
C (-1.870, 1.230, -1.849)
O (-2.973, 1.755, -1.799)
N (-1.630, 0.038, -2.436)
C (-2.671, -0.834, -2.992)
C (-3.865, -0.111, -3.674)
O (-4.897, 0.271, -2.828)
C (-3.168, -1.821, -1.962)
C (-3.528, -1.404, -0.687)
C (-3.998, -2.316, 0.240)
C (-4.115, -3.654, -0.095)
C (-3.763, -4.076, -1.365)
C (-3.291, -3.164, -2.292)
C (-0.307, -0.564, -2.384)
C (0.138, -0.968, -0.963)
H (5.628, 2.170, 4.700)
H (5.117, 3.856, 4.800)
H (5.195, 3.054, 3.235)
H (3.267, 2.435, 5.521)
H (2.840, 3.204, 3.994)
H (3.909, 0.360, 4.286)
H (2.207, 0.789, 4.129)
H (4.372, 1.250, 2.036)
H (2.717, 1.851, 1.914)
H (1.854, -0.470, 2.007)
H (3.496, -1.078, 2.241)
H (4.080, -0.097, -0.036)
H (2.940, -1.443, -0.044)
H (2.261, 0.360, -1.594)
H (2.221, 1.511, -0.257)
H (-1.084, 0.789, 0.590)
H (0.281, 1.898, 0.728)
H (-1.048, 2.922, -0.919)
H (0.137, 2.054, -1.904)
H (-2.182, -1.388, -3.804)
H (-4.304, -0.825, -4.377)
H (-3.468, 0.742, -4.243)
H (-4.523, 0.962, -2.246)
H (-3.450, -0.362, -0.418)
H (-4.278, -1.979, 1.228)
H (-4.483, -4.365, 0.630)
H (-3.855, -5.118, -1.635)
H (-3.020, -3.499, -3.284)
H (0.425, 0.124, -2.821)
H (-0.324, -1.459, -3.006)
H (-0.726, -1.380, -0.432)
H (0.889, -1.757, -1.045)


No. 3
DFT (the ωB97M-V functional and the def2-TZVPD basis) results for a structure of composition C20H30AgF2O10 in a non-equilibrium geometry.

Summary:
**<S²>**: 0.758
**Frontier orbital gap (alpha / beta)**: 4.830 / 2.681 eV
**ΔE to the lowest compared entry with this formula, charge and spin**: 7.6671 eV
**Highest occupied orbital energy (alpha / beta)**: -7.213 / -7.526 eV
**2S+1**: 2
**Max |F|**: 4.67 eV Å⁻¹

CARTESIAN COORDINATES (ANGSTROEM)
Ag (23.323, -15.748, -4.317)
F (20.186, -13.799, -4.013)
F (22.655, -19.247, -4.044)
O (24.658, -16.498, 0.695)
C (24.972, -17.105, 1.745)
O (24.457, -16.652, 2.941)
C (25.005, -17.445, 3.976)
C (26.213, -18.236, 3.416)
C (25.859, -18.307, 1.978)
H (24.315, -18.207, 4.341)
H (25.313, -16.910, 4.874)
H (26.264, -19.278, 3.731)
H (27.195, -17.777, 3.527)
H (25.115, -19.071, 1.755)
H (26.653, -18.111, 1.258)
O (23.120, -6.099, -0.788)
C (22.935, -7.294, -0.998)
O (21.771, -7.937, -0.579)
C (21.843, -9.310, -0.916)
C (23.288, -9.580, -1.104)
C (23.880, -8.270, -1.673)
H (21.161, -9.506, -1.744)
H (21.476, -9.922, -0.092)
H (23.421, -10.383, -1.829)
H (23.708, -9.867, -0.140)
H (23.680, -8.303, -2.744)
H (24.919, -8.081, -1.404)
O (25.402, -11.806, -7.046)
C (25.626, -11.050, -7.970)
O (24.637, -10.204, -8.406)
C (25.074, -9.472, -9.542)
C (26.622, -9.590, -9.473)
C (26.903, -10.984, -8.884)
H (24.772, -8.427, -9.619)
H (24.772, -9.916, -10.491)
H (26.975, -8.797, -8.814)
H (27.081, -9.559, -10.461)
H (27.786, -11.128, -8.261)
H (27.023, -11.732, -9.668)
O (23.998, -17.237, -9.183)
C (24.635, -17.689, -10.128)
O (24.871, -16.865, -11.206)
C (25.602, -17.728, -12.256)
C (26.183, -18.854, -11.533)
C (25.217, -19.163, -10.358)
H (26.417, -17.139, -12.675)
H (24.886, -18.059, -13.007)
H (27.160, -18.551, -11.157)
H (26.178, -19.780, -12.109)
H (25.698, -19.581, -9.474)
H (24.284, -19.670, -10.604)
O (28.329, -17.624, -4.999)
C (29.396, -18.194, -5.186)
O (29.912, -18.328, -6.442)
C (31.039, -19.197, -6.398)
C (30.990, -19.849, -5.042)
C (30.324, -18.808, -4.162)
H (31.977, -18.655, -6.518)
H (30.778, -19.974, -7.117)
H (31.935, -20.281, -4.712)
H (30.315, -20.701, -5.127)
H (31.059, -18.070, -3.840)
H (29.800, -19.271, -3.327)


No. 4
DFT (the ωB97M-V functional and the def2-TZVPD basis) results for a structure of composition C21H36Cl2N5O10P2Rb in a non-equilibrium geometry.

Summary:
**Frontier orbital gap**: 5.635 eV
**ΔE to the lowest compared entry with this formula, charge and spin**: 0.0847 eV
**Highest occupied orbital energy**: -1.880 eV
**Charge**: -2
**Max |F|**: 4.64 eV Å⁻¹

CARTESIAN COORDINATES (ANGSTROEM)
Rb (0.186, -2.029, -0.582)
O (-2.308, -3.506, -2.195)
C (-2.447, -3.455, -3.645)
C (-3.087, -2.183, -4.218)
N (-2.369, -0.927, -3.870)
C (-1.155, -0.588, -4.541)
C (-0.150, 0.351, -3.724)
O (-0.260, 1.634, -3.964)
O (0.480, -0.333, -2.906)
C (-3.115, 0.045, -3.033)
C (-3.306, -0.165, -1.536)
O (-3.866, 0.796, -0.933)
O (-2.827, -1.167, -0.919)
H (-2.487, -2.575, -1.887)
H (-3.053, -4.395, -3.906)
H (-1.431, -3.518, -4.080)
H (-4.128, -2.131, -3.880)
H (-3.160, -2.299, -5.346)
H (-1.399, -0.120, -5.522)
H (-0.577, -1.467, -4.692)
H (-4.136, 0.114, -3.497)
H (-2.611, 1.002, -3.134)
Cl (2.625, -8.656, 3.303)
C (2.394, -7.379, 2.263)
C (3.113, -7.299, 1.014)
C (2.996, -6.178, 0.210)
Cl (3.955, -6.104, -1.239)
C (1.983, -5.162, 0.483)
O (1.831, -4.172, -0.247)
C (1.102, -5.380, 1.641)
C (-0.061, -4.535, 2.063)
O (-0.108, -3.353, 1.767)
C (1.415, -6.369, 2.575)
H (3.853, -8.041, 0.764)
H (-0.854, -5.036, 2.526)
H (0.832, -6.644, 3.454)
C (0.755, 2.087, 4.219)
N (0.787, 1.116, 3.122)
C (1.694, -0.015, 3.245)
P (0.137, 1.336, 1.686)
O (0.664, 0.402, 0.602)
O (0.616, 2.921, 1.444)
P (0.563, 3.876, 0.125)
O (-0.805, 3.946, -0.388)
N (1.696, 3.262, -0.943)
C (2.919, 2.476, -0.634)
C (1.388, 3.403, -2.370)
N (1.007, 5.329, 0.800)
C (2.378, 5.384, 1.285)
C (0.151, 6.458, 0.911)
N (-1.488, 1.263, 1.932)
C (-2.534, 2.299, 1.787)
C (-2.020, -0.058, 2.154)
H (0.747, 1.628, 5.190)
H (-0.083, 2.726, 4.123)
H (1.733, 2.634, 4.144)
H (2.603, 0.341, 3.768)
H (1.959, -0.348, 2.279)
H (1.175, -0.876, 3.736)
H (2.743, 2.000, 0.363)
H (3.791, 3.099, -0.722)
H (2.958, 1.580, -1.273)
H (0.367, 3.855, -2.528)
H (1.287, 2.353, -2.813)
H (2.124, 3.957, -2.951)
H (2.670, 4.371, 1.569)
H (2.573, 6.015, 2.165)
H (3.083, 5.660, 0.506)
H (-0.751, 6.194, 0.315)
H (0.576, 7.407, 0.531)
H (-0.285, 6.596, 1.946)
H (-2.145, 3.291, 1.354)
H (-3.023, 2.528, 2.791)
H (-3.268, 1.839, 1.108)
H (-1.314, -0.876, 2.317)
H (-2.787, -0.339, 1.401)
H (-2.510, 0.105, 3.136)


No. 5
DFT (the ωB97M-V functional and the def2-TZVPD basis) results for a cluster of 2 separate species, C9H12NO3P in total in a non-equilibrium geometry.

Summary:
**Frontier orbital gap**: 5.710 eV
**ΔE to the lowest compared entry with this formula, charge and spin**: 0.4337 eV
**Highest occupied orbital energy**: 0.179 eV
**Charge**: -2
**Max |F|**: 4.42 eV Å⁻¹

CARTESIAN COORDINATES (ANGSTROEM)
C (2.157, -1.850, -2.799)
C (0.836, -1.949, -2.506)
C (2.859, -0.749, -2.335)
C (0.270, -1.201, -1.506)
C (2.331, 0.018, -1.300)
C (0.940, -0.118, -0.868)
C (-0.633, -0.708, 1.547)
C (-2.058, 0.823, 0.108)
C (-0.511, 0.604, 0.832)
N (0.597, 0.727, 0.004)
O (-1.708, 3.530, 2.609)
O (-0.125, 2.119, 4.068)
O (-2.547, 1.397, 3.783)
P (-1.408, 2.330, 3.441)
H (2.587, -2.500, -3.465)
H (0.237, -2.744, -2.881)
H (3.824, -0.553, -2.723)
H (-0.819, -1.274, -1.592)
H (2.797, 0.935, -1.123)
H (0.203, -0.803, 2.217)
H (-1.541, -0.594, 2.207)
H (-0.659, -1.485, 0.907)
H (-1.775, 1.337, -0.820)
H (-2.730, 1.434, 0.642)
H (-2.521, -0.135, -0.173)
H (-0.602, 1.408, 1.727)


No. 6
DFT (the ωB97M-V functional and the def2-TZVPD basis) results for a cluster of 3 separate species, C5H10OS in total in a non-equilibrium geometry.

Summary:
**<S²>**: 0.753
**Frontier orbital gap (alpha / beta)**: 5.764 / 4.661 eV
**ΔE to the lowest compared entry with this formula, charge and spin**: 1.5499 eV
**Highest occupied orbital energy (alpha / beta)**: -2.253 / -2.236 eV
**Charge**: -1
**2S+1**: 2
**Max |F|**: 1.38 eV Å⁻¹

CARTESIAN COORDINATES (ANGSTROEM)
O (0.854, -2.471, -0.898)
C (-0.286, -2.291, -1.103)
C (-1.331, -0.226, 1.038)
C (0.087, -0.532, 1.411)
C (0.989, 0.176, 2.089)
S (-0.272, 2.528, -0.465)
C (0.424, 1.570, -1.834)
H (-0.467, -1.605, -1.994)
H (-1.502, 0.818, 1.281)
H (-2.049, -0.962, 1.404)
H (-1.383, -0.320, -0.052)
H (0.408, -1.534, 1.151)
H (1.893, -0.370, 2.334)
H (0.910, 1.255, 2.143)
H (1.512, 1.478, -1.886)
H (0.070, 0.528, -1.797)
H (0.142, 1.956, -2.822)